(1)
Formula: C27H29N7PSSr
Source: the OMol25 dataset
Level of theory: the ωB97M-V functional and the def2-TZVPD basis

Highest occupied orbital energy = -0.367 Ha
E = -59857.8720 eV
E_LUMO = -0.1256 Eh
Energy above the lowest of the compared OMol25 structures with the same formula, charge and spin = 5.06 kJ/mol

The geometry in ORCA input format:
```
! RIJCOSX wB97M-V def2-TZVPD def2/J DEFGRID3
* xyz 1 1
Sr -0.69 -0.40 0.54
N 2.94 2.83 0.00
C 2.11 1.77 0.04
S 0.41 2.15 0.02
N 2.72 0.60 0.06
N 1.91 -0.49 0.13
C 2.52 -1.63 0.08
C 4.00 -1.78 -0.07
C 4.75 -2.36 0.94
C 6.12 -2.51 0.79
C 6.74 -2.09 -0.37
C 5.99 -1.51 -1.39
C 4.63 -1.35 -1.24
C 1.71 -2.86 0.21
C 2.25 -4.11 -0.12
C 1.48 -5.24 0.01
C 0.17 -5.12 0.46
C -0.30 -3.86 0.76
N 0.44 -2.75 0.64
H 2.57 3.76 -0.06
H 3.94 2.67 -0.02
H 4.26 -2.69 1.85
H 6.71 -2.95 1.59
H 7.81 -2.21 -0.49
H 6.48 -1.18 -2.30
H 4.04 -0.88 -2.02
H 3.27 -4.17 -0.48
H 1.89 -6.21 -0.24
H -0.47 -5.99 0.59
H -1.31 -3.72 1.13
C -2.45 2.85 2.66
P -2.98 1.64 1.40
C -4.71 1.30 1.90
C -3.25 2.71 -0.06
H -3.15 3.68 2.73
H -1.46 3.23 2.40
H -2.38 2.36 3.64
H -5.27 2.22 2.01
H -4.72 0.76 2.85
H -5.20 0.67 1.16
H -3.92 3.53 0.18
H -3.67 2.12 -0.88
H -2.29 3.12 -0.39
C -3.15 -3.89 -1.63
C -2.44 -2.71 -1.75
N -2.54 -1.71 -0.86
C -3.35 -1.89 0.18
C -4.04 -3.06 0.44
C -3.95 -4.07 -0.52
C -4.86 -3.22 1.65
C -4.62 -2.77 2.89
C -3.45 -2.09 3.49
C -3.61 -1.47 4.72
C -2.50 -0.91 5.32
N -1.29 -0.98 4.78
C -1.23 -1.61 3.61
N -2.23 -2.13 2.91
H -3.06 -4.66 -2.38
H -1.77 -2.55 -2.59
H -3.46 -1.04 0.85
H -4.51 -5.00 -0.39
H -5.78 -3.77 1.52
H -5.39 -2.97 3.62
H -4.58 -1.44 5.21
H -2.57 -0.39 6.27
H -0.23 -1.75 3.19
*
```

Atomic partial charges in e from the natural (NBO) method, atoms 1 to 2:
1. Sr 1.757
2. N -0.773

***

(2)
Formula: C27H30AlN3O3S5
Source: the OMol25 dataset
Level of theory: the ωB97M-V functional and the def2-TZVPD basis

Highest occupied orbital energy = -0.277 Ha
E = -99876.7814 eV
E_LUMO = 0.0093 Eh
Energy above the lowest of the compared OMol25 structures with the same formula, charge and spin = 33.65 kJ/mol

The geometry in ORCA input format:
```
! RIJCOSX wB97M-V def2-TZVPD def2/J DEFGRID3
* xyz 0 1
Al 0.87 0.83 -0.47
N 4.66 3.02 -1.03
C 3.40 2.54 -0.85
S 3.19 0.82 -0.83
N 2.45 3.42 -0.74
N 1.18 2.87 -0.60
C 0.27 3.77 -0.45
C -1.13 3.53 -0.22
C -1.98 4.62 0.00
C -3.32 4.45 0.28
C -3.82 3.15 0.34
C -3.02 2.05 0.12
C -1.65 2.22 -0.17
O -0.89 1.18 -0.40
H 5.43 2.39 -0.96
H 4.81 4.01 -0.91
H 0.61 4.80 -0.48
H -1.56 5.62 -0.05
H -3.96 5.30 0.44
H -4.87 2.99 0.57
H -3.41 1.04 0.16
O 0.75 -0.73 -1.22
C 0.02 -1.62 -2.00
C 0.47 -1.48 -3.46
C 1.35 -0.58 -3.96
C 1.54 -0.72 -5.37
C 0.81 -1.73 -5.90
S -0.12 -2.52 -4.70
C -1.48 -1.36 -1.91
C -2.22 -0.54 -2.71
C -3.57 -0.41 -2.28
C -3.83 -1.14 -1.16
S -2.44 -1.99 -0.62
C 0.38 -3.01 -1.52
C -0.29 -4.20 -1.63
C 0.47 -5.31 -1.16
C 1.70 -4.94 -0.71
S 1.95 -3.25 -0.85
H 1.85 0.16 -3.35
H 2.21 -0.09 -5.95
H 0.77 -2.06 -6.92
H -1.80 -0.04 -3.57
H -4.30 0.19 -2.79
H -4.76 -1.23 -0.63
H -1.28 -4.28 -2.04
H 0.11 -6.33 -1.16
H 2.48 -5.57 -0.29
C -2.30 1.53 3.90
C -1.23 0.66 4.56
C 0.12 0.76 3.85
S 0.06 -0.13 2.28
O 1.05 0.65 1.40
C 0.95 -1.64 2.68
C 2.43 -1.44 3.01
C 3.18 -2.77 2.88
H -3.29 1.29 4.29
H -2.32 1.39 2.82
H -2.11 2.59 4.09
H -1.55 -0.38 4.60
H -1.08 0.97 5.60
H 0.94 0.35 4.44
H 0.36 1.78 3.56
H 0.84 -2.24 1.78
H 0.39 -2.12 3.49
H 2.55 -1.05 4.02
H 2.85 -0.71 2.32
H 2.72 -3.55 3.48
H 4.21 -2.66 3.21
H 3.19 -3.10 1.84
*
```

Atomic partial charges in e from the natural (NBO) method, atoms 1 to 2:
1. Al 1.865
2. N -0.801

***

(3)
Formula: C27H30AuBN9OSi
Source: the OMol25 dataset
Level of theory: the ωB97M-V functional and the def2-TZVPD basis

Highest occupied orbital energy (spin up / spin down) = -0.517 / -0.517 Ha
E = -56177.2132 eV
E_LUMO (spin up / spin down) = -0.2803 / -0.3101 Eh

The geometry in ORCA input format:
```
! RIJCOSX wB97M-V def2-TZVPD def2/J DEFGRID3
* xyz 2 2
Au 0.18 0.11 -0.16
C 4.33 -0.31 0.13
C 3.14 -0.54 -0.54
N 2.18 0.17 0.06
N 2.71 0.86 1.09
C 4.02 0.58 1.14
B 1.81 1.88 1.91
N 0.90 1.06 2.83
C 0.87 0.94 4.18
C -0.06 -0.02 4.51
C -0.56 -0.46 3.28
N 0.03 0.18 2.28
N 0.98 2.67 0.80
C 0.98 3.99 0.59
C 0.36 4.27 -0.62
C -0.01 3.04 -1.13
N 0.37 2.10 -0.27
N 2.63 2.89 2.64
C 3.83 3.48 2.35
C 3.97 4.57 3.15
C 2.78 4.61 3.90
N 1.98 3.61 3.59
H 5.30 -0.73 -0.10
H 2.92 -1.16 -1.39
H 4.64 1.00 1.91
H 1.48 1.57 4.80
H -0.34 -0.35 5.49
H -1.31 -1.21 3.07
H 1.43 4.65 1.31
H 0.21 5.24 -1.07
H -0.50 2.78 -2.06
H 4.48 3.11 1.57
H 4.81 5.24 3.20
H 2.48 5.32 4.66
C -2.21 2.54 1.31
Si -3.07 1.27 0.27
C -4.21 0.34 1.42
C -3.83 2.00 -1.26
N -1.84 -0.01 -0.35
C -2.25 -1.23 -0.74
C -3.59 -1.54 -1.12
C -3.97 -2.82 -1.39
C -3.04 -3.87 -1.29
C -1.71 -3.62 -0.97
C -1.33 -2.33 -0.74
O -0.01 -1.96 -0.50
C 0.95 -2.95 -0.10
C 1.16 -3.16 1.24
C 2.12 -4.10 1.60
C 2.83 -4.78 0.62
C 2.59 -4.54 -0.73
C 1.63 -3.60 -1.11
H -3.01 3.02 1.88
H -1.71 3.33 0.75
H -1.53 2.11 2.03
H -4.99 1.05 1.74
H -3.66 0.06 2.32
H -4.72 -0.54 1.03
H -4.34 2.93 -0.98
H -4.57 1.36 -1.75
H -3.08 2.26 -2.00
H -4.30 -0.73 -1.22
H -4.99 -3.03 -1.68
H -3.36 -4.89 -1.48
H -0.99 -4.43 -0.91
H 0.61 -2.61 1.99
H 2.32 -4.29 2.64
H 3.57 -5.51 0.90
H 3.14 -5.08 -1.49
H 1.42 -3.39 -2.15
*
```

Atomic partial charges in e from the natural (NBO) method, atoms 1 to 2:
1. Au 1.514
2. C -0.304

***

(4)
Formula: C27H30Br2CoIN5O3
Source: the OMol25 dataset
Level of theory: the ωB97M-V functional and the def2-TZVPD basis

Highest occupied orbital energy (spin up / spin down) = -0.592 / -0.592 Ha
E = -227867.6227 eV
E_LUMO (spin up / spin down) = -0.2703 / -0.4059 Eh
Energy above the lowest of the compared OMol25 structures with the same formula, charge and spin = 8.72 kJ/mol

The geometry in ORCA input format:
```
! RIJCOSX wB97M-V def2-TZVPD def2/J DEFGRID3
* xyz 3 5
Co -0.41 -0.77 1.61
Br -0.51 2.56 2.97
C -0.04 2.36 1.15
C 0.23 3.47 0.37
C 0.57 3.26 -0.96
C 0.62 1.96 -1.46
C 0.33 0.92 -0.60
N 0.02 1.11 0.69
C 0.31 -0.53 -1.06
O 0.41 -0.79 -2.23
O 0.19 -1.39 -0.08
H 0.17 4.46 0.79
H 0.80 4.10 -1.60
H 0.87 1.74 -2.48
Br -4.09 -3.54 0.79
C -2.49 -4.14 -0.04
C -2.58 -4.64 -1.33
C -1.44 -5.13 -1.96
C -0.23 -5.14 -1.29
C -0.13 -4.64 0.00
C -1.26 -4.13 0.61
I -1.05 -3.35 2.56
H -3.53 -4.66 -1.84
H -1.52 -5.52 -2.96
H 0.66 -5.54 -1.78
H 0.81 -4.65 0.52
C -6.78 0.07 -0.20
N -5.70 -0.08 0.78
N -4.43 0.10 0.49
C -3.67 -0.24 1.64
O -2.45 -0.15 1.65
C -4.62 -0.61 2.65
C -5.86 -0.51 2.10
C -7.20 -0.79 2.66
C -3.95 0.65 -0.74
C -3.07 -0.10 -1.51
C -2.64 0.43 -2.72
C -3.07 1.68 -3.13
C -3.94 2.43 -2.34
C -4.38 1.92 -1.13
H -6.36 -0.06 -1.20
H -7.23 1.06 -0.12
H -7.52 -0.69 0.00
H -4.38 -0.93 3.65
H -7.11 -1.04 3.71
H -7.66 -1.64 2.15
H -7.86 0.07 2.56
H -2.77 -1.09 -1.19
H -1.96 -0.15 -3.34
H -2.74 2.08 -4.08
H -4.27 3.40 -2.66
H -5.04 2.50 -0.49
N 3.80 -1.18 4.27
C 2.64 -0.59 5.03
C 1.34 -0.89 4.31
N 1.33 -0.42 2.91
C 2.49 -0.98 2.17
C 3.82 -0.69 2.85
H 3.74 -2.21 4.28
H 4.68 -0.95 4.74
H 2.83 0.48 5.10
H 2.64 -1.01 6.04
H 0.53 -0.41 4.85
H 1.14 -1.96 4.30
H 1.40 0.60 2.91
H 2.51 -0.57 1.17
H 2.33 -2.05 2.07
H 4.03 0.38 2.90
H 4.64 -1.19 2.33
*
```

Atomic partial charges in e from the natural (NBO) method, atoms 1 to 2:
1. Co 1.470
2. Br 0.091

***

(5)
Formula: C27H30IrN7O2
Source: the OMol25 dataset
Level of theory: the ωB97M-V functional and the def2-TZVPD basis

Highest occupied orbital energy = -0.424 Ha
E = -45835.6992 eV
E_LUMO = -0.2507 Eh
Energy above the lowest of the compared OMol25 structures with the same formula, charge and spin = 79.24 kJ/mol

The geometry in ORCA input format:
```
! RIJCOSX wB97M-V def2-TZVPD def2/J DEFGRID3
* xyz 2 1
Ir 0.45 1.39 -1.08
C 3.16 1.48 -2.36
C 2.34 2.51 -3.09
N 0.96 1.99 -3.24
C 0.01 3.05 -3.60
C -0.30 3.91 -2.41
C -0.96 5.12 -2.56
C -1.30 5.84 -1.42
C -0.96 5.32 -0.18
C -0.29 4.10 -0.12
C 0.03 3.46 1.20
N 1.01 2.39 1.02
C 2.36 2.92 0.72
C 3.21 1.81 0.16
N 2.55 1.20 -1.03
N 0.05 3.43 -1.22
H 4.20 1.78 -2.26
H 3.14 0.55 -2.92
H 2.80 2.74 -4.05
H 2.28 3.44 -2.53
H 0.93 1.25 -3.94
H -0.91 2.59 -3.95
H 0.39 3.68 -4.41
H -1.22 5.48 -3.54
H -1.84 6.77 -1.49
H -1.21 5.83 0.74
H -0.88 3.04 1.62
H 0.39 4.23 1.89
H 1.03 1.79 1.84
H 2.84 3.33 1.61
H 2.25 3.73 0.01
H 3.31 1.02 0.90
H 4.21 2.15 -0.09
H 2.70 0.20 -0.90
C 1.21 -5.35 5.20
O 0.48 -4.23 4.72
C -0.39 -4.39 3.71
C -1.08 -3.22 3.35
C -1.99 -3.24 2.32
C -2.22 -4.43 1.63
C -1.59 -5.60 2.02
C -0.65 -5.59 3.05
N -3.16 -4.61 0.56
N -3.64 -3.66 -0.07
C -3.05 -2.45 -0.41
C -3.90 -1.40 -0.70
C -3.44 -0.10 -0.93
C -2.08 0.15 -0.92
O -1.57 1.37 -1.11
C -1.19 -0.94 -0.76
N 0.15 -0.66 -0.90
C 1.01 -1.66 -0.89
C 0.63 -2.99 -0.75
C -0.70 -3.29 -0.58
C -1.65 -2.26 -0.54
H 1.86 -4.95 5.97
H 1.81 -5.79 4.41
H 0.53 -6.09 5.63
H -0.90 -2.33 3.93
H -2.55 -2.34 2.09
H -1.84 -6.52 1.51
H -0.17 -6.51 3.34
H -4.96 -1.62 -0.71
H -4.11 0.72 -1.13
H 2.06 -1.44 -1.02
H 1.38 -3.76 -0.80
H -1.01 -4.32 -0.50
*
```

Atomic partial charges in e from the natural (NBO) method, atoms 1 to 2:
1. Ir 1.250
2. C -0.238

***

(6)
Formula: C27H30N2O2S3Sr
Source: the OMol25 dataset
Level of theory: the ωB97M-V functional and the def2-TZVPD basis

Highest occupied orbital energy (spin up / spin down) = -0.484 / -0.484 Ha
E = -68889.9310 eV
E_LUMO (spin up / spin down) = -0.2142 / -0.2142 Eh
Energy above the lowest of the compared OMol25 structures with the same formula, charge and spin = 56.95 kJ/mol

The geometry in ORCA input format:
```
! RIJCOSX wB97M-V def2-TZVPD def2/J DEFGRID3
* xyz 2 1
Sr -7.11 16.55 5.82
C -5.13 19.62 7.47
C -5.14 19.88 5.92
S -4.95 18.42 4.82
C -3.30 17.82 5.11
C -2.90 17.18 6.53
S -4.12 16.05 7.22
C -4.54 16.68 8.91
C -5.86 17.38 9.14
S -6.49 18.54 7.89
H -5.27 20.58 8.03
H -4.13 19.19 7.69
H -4.51 20.76 5.67
H -6.15 20.26 5.55
H -2.51 18.57 4.97
H -3.14 17.17 4.26
H -2.73 17.91 7.24
H -2.02 16.61 6.39
H -3.73 17.34 9.21
H -4.55 15.84 9.65
H -5.76 17.94 10.10
H -6.69 16.65 9.22
C -9.86 19.69 8.83
O -9.69 18.28 8.69
C -9.94 17.70 7.52
C -9.98 18.29 6.26
C -10.35 17.52 5.10
C -10.46 16.14 5.27
C -10.33 15.53 6.49
C -9.92 16.31 7.57
N -9.78 15.67 8.83
C -9.43 14.44 9.20
C -8.71 13.34 8.62
C -8.55 12.13 9.38
C -7.55 11.24 9.09
C -6.77 11.32 7.94
C -6.89 12.44 7.18
C -7.69 13.58 7.57
O -7.38 14.72 7.08
H -10.28 19.94 9.76
H -10.58 19.99 8.05
H -8.99 20.24 8.66
H -9.94 19.32 6.13
H -10.51 17.90 4.13
H -10.75 15.52 4.45
H -10.42 14.41 6.58
H -10.42 16.10 9.47
H -9.78 14.30 10.21
H -9.10 12.07 10.27
H -7.53 10.35 9.72
H -6.07 10.54 7.60
H -6.18 12.51 6.35
N -7.62 16.40 3.29
C -7.50 16.69 2.20
C -7.36 17.16 0.88
C -6.56 16.68 -0.15
C -6.51 17.37 -1.35
C -7.16 18.61 -1.55
C -7.94 19.13 -0.47
C -8.03 18.41 0.71
H -5.95 15.72 -0.07
H -5.92 17.00 -2.11
H -7.05 19.15 -2.49
H -8.47 20.07 -0.49
H -8.64 18.81 1.54
*
```

Atomic partial charges in e from the natural (NBO) method, atoms 1 to 2:
1. Sr 1.777
2. C -0.571

***

(7)
Formula: C27H30N2O6
Source: the OMol25 dataset
Level of theory: the ωB97M-V functional and the def2-TZVPD basis

Highest occupied orbital energy = -0.233 Ha
E = -43746.9747 eV
E_LUMO = -0.0031 Eh
Energy above the lowest of the compared OMol25 structures with the same formula, charge and spin = 425.75 kJ/mol

The geometry in ORCA input format:
```
! RIJCOSX wB97M-V def2-TZVPD def2/J DEFGRID3
* xyz 0 1
C 6.87 3.56 -1.77
O 6.76 2.38 -2.63
C 5.74 1.51 -2.42
C 5.56 0.51 -3.41
C 4.51 -0.38 -3.30
C 3.61 -0.31 -2.23
N 2.61 -1.31 -2.16
C 1.38 -1.24 -1.57
C 0.64 -0.15 -0.93
C -0.78 -0.12 -1.06
C -1.60 0.50 -0.15
C -3.00 0.74 -0.64
C -3.78 1.76 -0.09
C -5.06 2.00 -0.53
C -5.60 1.18 -1.54
C -4.83 0.17 -2.13
C -3.52 -0.04 -1.71
O 1.25 0.77 -0.32
N 0.80 -2.45 -1.74
C -0.46 -2.83 -1.17
C 1.65 -3.29 -2.44
C 2.77 -2.60 -2.71
C 3.84 0.64 -1.23
C 4.87 1.56 -1.30
H 7.68 4.14 -2.23
H 5.93 4.14 -1.77
H 7.14 3.26 -0.74
H 6.27 0.48 -4.24
H 4.41 -1.14 -4.08
H -1.18 -0.43 -2.04
H -1.15 1.44 0.49
H -3.32 2.40 0.65
H -5.63 2.82 -0.10
H -6.64 1.32 -1.84
H -5.22 -0.46 -2.93
H -2.89 -0.75 -2.25
H -0.56 -3.91 -1.12
H -0.54 -2.43 -0.15
H -1.31 -2.45 -1.75
H 1.45 -4.31 -2.70
H 3.71 -2.88 -3.19
H 3.17 0.67 -0.39
H 4.99 2.30 -0.52
H -1.86 -1.31 1.43
C -1.66 -0.24 1.51
C -0.42 0.08 2.29
O 0.12 1.24 2.36
O 0.16 -1.03 2.83
C 1.42 -0.76 3.49
C 1.84 -1.74 4.57
C -2.72 0.51 2.27
O -2.65 1.72 2.53
O -3.86 -0.21 2.49
C -5.01 0.59 2.95
C -6.12 -0.30 3.46
H 2.15 -0.73 2.67
H 1.36 0.23 3.96
H 2.86 -1.44 4.85
H 1.23 -1.61 5.48
H 1.88 -2.79 4.28
H -4.67 1.29 3.76
H -5.32 1.19 2.08
H -7.01 0.32 3.53
H -6.33 -1.15 2.81
H -5.90 -0.64 4.47
*
```

Atomic partial charges in e from the natural (NBO) method, atoms 1 to 2:
1. C -0.260
2. O -0.500